Entry 1:
DFT (wB97M-V/def2-TZVPD) results for C6H20N3PtS as an isolated structure in a non-equilibrium geometry.

As for the spin multiplicity: 5. The charge is +1. As for the gap between HOMO and LUMO (spin up / spin down): 4.96 / 6.09 eV. The highest occupied orbital energy (spin up / spin down) is -7.87 / -13.14 eV.

Each line ends with the Löwdin spin population.
Atoms and positions in Å:
C -1.57 -1.93 0.81  0.2912
Pt -1.28 -1.61 -1.17  1.5145
N -1.14 -1.58 -3.24  0.1072
H -2.67 -2.43 -1.32  0.2732
H -1.85 -0.91 -3.56  0.0164
H -0.92 -3.03 -0.31  0.2998
H -2.28 -2.73 1.12  0.0156
H -2.11 -1.04 1.12  0.0438
H -0.74 -1.91 1.53  0.0238
H -0.19 -1.26 -3.49  0.0171
H -1.33 -2.51 -3.61  0.0101
C -0.75 1.51 -1.47  0.0871
N 0.02 1.54 -0.23  0.0534
C -0.13 2.76 0.59  0.0081
C 0.83 0.51 0.10  0.1662
S 1.01 -0.75 -1.08  0.8404
N 1.56 0.35 1.22  0.0709
C 1.81 1.32 2.30  0.0079
C 2.25 -0.93 1.43  0.0398
H -1.29 2.46 -1.51  0.0037
H -1.51 0.68 -1.48  0.0641
H -0.12 1.37 -2.35  0.0120
H -0.48 2.51 1.61  0.0016
H 0.82 3.30 0.66  0.0017
H -0.87 3.39 0.10  0.0011
H 1.39 0.94 3.25  0.0020
H 2.89 1.48 2.42  0.0029
H 1.34 2.27 2.09  0.0006
H 1.55 -1.78 1.48  0.0068
H 2.97 -1.15 0.63  0.0131
H 2.79 -0.84 2.38  0.0039


Entry 2:
DFT (wB97M-V/def2-TZVPD) results for a 2-piece molecular cluster, C6H20N3Si overall in a non-equilibrium geometry.

The charge is +1. As for the gap between HOMO and LUMO: 9.56 eV. The highest occupied orbital energy is -12.45 eV.

Each line ends with the Löwdin charge.
Atoms and positions in Å:
C 2.93 -1.52 -0.88  -0.1052
C -1.47 -1.91 0.26  -0.0634
C -0.06 1.52 2.15  -0.1771
C 0.02 2.57 -0.65  -0.1972
C 2.60 -0.85 0.48  -0.3013
C -1.44 -0.54 -0.50  -0.4394
N -1.68 -0.63 -1.84  0.0426
N 2.00 0.43 0.16  -0.1388
N -2.78 0.19 0.02  0.1330
Si 0.41 0.98 0.37  0.6912
H 2.00 -1.59 -1.55  0.0872
H 3.74 -0.94 -1.29  0.0579
H 3.28 -2.60 -0.74  0.0926
H -1.95 -1.77 1.21  0.0562
H -0.44 -2.25 0.43  0.0628
H -1.83 -2.83 -0.25  0.0925
H -0.67 2.38 2.24  0.0088
H -0.48 0.70 2.78  0.0364
H 0.95 1.67 2.57  0.0346
H -0.98 2.86 -0.60  -0.0209
H 0.43 3.57 -0.39  0.0501
H 0.22 2.24 -1.76  0.0665
H 1.92 -1.53 1.04  0.1079
H 3.55 -0.65 0.92  0.1020
H -2.16 -1.47 -2.11  0.0968
H -1.12 -0.21 -2.51  0.0701
H 2.63 1.19 0.08  0.0813
H -3.29 -0.33 0.81  0.1631
H -2.82 1.20 0.31  0.1507
H -3.49 0.13 -0.76  0.1591


Entry 3:
DFT (wB97M-V/def2-TZVPD) results for a 4-piece molecular cluster, C6H20NO4 overall.

The charge is +1. As for the gap between HOMO and LUMO: 10.93 eV. The highest occupied orbital energy is -13.45 eV.

Each line ends with the Löwdin charge.
Atoms and positions in Å:
C 1.46 1.74 -0.43  -0.1746
O 2.33 0.79 -1.06  -0.0672
C 0.14 1.05 -0.17  -0.2805
C -0.92 2.00 0.35  -0.1418
C -2.05 1.30 1.12  -0.1848
C -2.81 -0.89 0.18  0.0153
C -2.90 0.43 0.24  -0.1900
N -0.32 0.39 -1.45  0.2201
H 1.87 2.07 0.53  0.1416
H 1.34 2.60 -1.08  0.1388
H 3.23 1.13 -1.12  0.1208
H 0.29 0.21 0.51  0.1420
H -1.35 2.59 -0.47  0.1324
H -0.44 2.73 1.00  0.1268
H -2.65 2.05 1.63  0.1204
H -1.59 0.72 1.93  0.1192
H -3.45 -1.47 -0.47  0.0732
H -2.13 -1.45 0.80  0.0712
H -3.63 0.96 -0.37  0.1167
H 0.20 -0.49 -1.65  0.1116
H -0.23 1.01 -2.26  0.1760
H -1.30 0.10 -1.34  0.1211
H 2.48 -0.97 -0.27  0.0256
H 1.96 -1.76 0.96  0.0195
O 2.24 -1.87 0.03  -0.0576
H 0.68 -2.13 2.94  0.0725
H 1.87 -1.26 3.33  0.0692
O 1.20 -1.37 2.65  -0.0447
H 0.87 -2.35 -0.90  0.0142
H 0.16 -3.03 -2.14  0.0677
O 0.10 -2.30 -1.52  -0.0747


Entry 4:
DFT (wB97M-V/def2-TZVPD) results for a 6-piece molecular cluster, C6H20O6 overall in a non-equilibrium geometry.

The charge is 0. As for the gap between HOMO and LUMO: 9.06 eV. As for the SMILES: C=C(O)/C=C/CC.O.O.O.O.O. The highest occupied orbital energy is -8.66 eV.

Each line ends with the Löwdin charge.
Atoms and positions in Å:
C 2.29 1.76 -0.23  -0.1582
C 1.18 2.69 0.09  -0.2566
C -0.94 -1.42 2.08  0.0402
C -0.72 -0.11 2.19  -0.3849
O -1.19 0.53 3.34  0.0419
C 0.15 0.75 1.41  -0.0727
C 0.16 2.03 1.06  -0.0746
H 1.91 0.90 -0.82  0.0306
H 3.01 2.16 -0.98  0.0843
H 2.81 1.34 0.71  0.1247
H 0.80 3.35 -0.65  0.0920
H 1.61 3.48 0.70  0.1013
H -1.68 -1.87 2.69  0.0612
H -0.34 -2.16 1.52  0.0651
H -0.97 1.42 3.40  0.0501
H 0.77 0.03 0.67  0.1442
H -0.64 2.74 1.43  0.1246
H 3.50 -0.22 -2.16  0.0635
H 2.60 -1.36 -2.43  0.0632
O 2.53 -0.41 -2.22  -0.0901
H -2.65 -1.87 0.29  0.1066
H -2.94 -0.34 0.57  0.0408
O -2.64 -0.92 -0.13  -0.1017
H 1.69 -1.95 0.59  -0.0754
H 1.45 -3.35 0.81  0.0995
O 2.22 -2.66 0.78  -0.0525
H -1.91 1.45 -3.11  0.0337
H -0.61 0.78 -3.04  0.0164
O -1.39 0.80 -3.54  -0.0118
H -1.82 -1.20 -3.26  -0.0182
H -2.29 -1.66 -1.80  0.0124
O -1.66 -1.82 -2.56  -0.0997


Entry 5:
DFT (wB97M-V/def2-TZVPD) results for a 4-piece molecular cluster, C6H21NO3 overall in a non-equilibrium geometry.

As for the spin multiplicity: 2. The charge is +1. As for the gap between HOMO and LUMO (spin up / spin down): 11.94 / 7.03 eV. The highest occupied orbital energy (spin up / spin down) is -14.69 / -14.67 eV.

Each line ends with the Löwdin spin population.
Atoms and positions in Å:
C -2.06 0.02 2.32  0.0650
C -1.52 -1.23 1.49  0.0603
N -0.57 -1.06 0.38  0.6374
C 0.57 -0.21 0.87  0.0553
C -1.64 0.93 -0.82  0.0414
C -1.18 -0.49 -0.87  0.0510
C -0.01 -0.65 -1.97  0.0141
H -2.78 0.50 1.70  0.0033
H -2.25 -0.40 3.30  0.0032
H -1.22 0.71 2.39  0.0021
H -1.06 -1.92 2.23  0.0145
H -2.34 -1.88 1.10  0.0004
H 0.68 0.75 0.39  0.0100
H 0.48 -0.07 1.95  0.0064
H 1.48 -0.80 0.77  0.0208
H -0.82 1.54 -1.25  0.0023
H -2.40 1.23 -1.54  0.0039
H -1.91 1.24 0.21  -0.0005
H -2.04 -1.14 -1.21  0.0025
H 0.67 0.17 -1.71  -0.0001
H 0.43 -1.59 -1.71  0.0005
H -0.43 -0.48 -2.96  0.0011
H 2.92 -3.22 -0.52  0.0000
H 1.61 -2.51 -0.63  0.0011
O 2.47 -2.55 -1.04  0.0019
H 0.88 3.04 -1.84  0.0000
H 1.40 1.64 -1.70  0.0001
O 0.83 2.17 -2.26  0.0001
H 2.32 3.07 2.30  0.0001
H 2.02 2.00 1.04  0.0002
O 1.84 2.32 1.91  0.0017


Entry 6:
DFT (wB97M-V/def2-TZVPD) results for a 5-piece molecular cluster, C6H22N2O5 overall in a non-equilibrium geometry.

The charge is 0. As for the gap between HOMO and LUMO: 9.59 eV. As for the SMILES: NC(N)=O.CCO.CO.CO.CO. The highest occupied orbital energy is -9.27 eV.

Each line ends with the Löwdin charge.
Atoms and positions in Å:
C -3.02 -1.54 -1.03  -0.0421
C -4.18 -0.64 -1.62  -0.2922
O -4.57 -1.19 -2.84  -0.0735
H -2.04 -1.36 -1.61  0.1084
H -3.28 -2.54 -1.10  0.0482
H -2.77 -1.30 -0.09  0.0033
H -3.93 0.35 -2.01  0.1075
H -5.08 -0.57 -1.01  0.1043
H -5.21 -0.61 -3.13  0.0365
C 0.76 3.24 0.44  -0.5674
O 1.79 3.65 1.33  -0.1645
N -0.39 3.88 0.25  0.1455
N 1.00 2.23 -0.39  0.1514
H -1.12 3.46 -0.33  0.1081
H -0.68 4.73 0.75  0.1299
H 1.88 1.75 -0.10  0.0671
H 0.23 1.76 -0.90  0.1286
C 3.52 1.17 1.54  -0.1279
O 3.31 0.76 0.15  -0.1328
H 4.05 0.34 2.02  0.0869
H 2.72 1.45 2.20  0.0689
H 4.25 2.04 1.60  0.1114
H 4.14 0.40 -0.11  0.0794
C 0.93 -3.70 -0.63  -0.1619
O 1.27 -2.33 -0.77  -0.1393
H 1.56 -4.23 0.16  0.1005
H 1.35 -4.27 -1.47  0.0711
H -0.11 -3.82 -0.68  0.0495
H 1.25 -1.93 0.11  0.0184
C 0.01 -0.16 1.61  -0.1436
O 1.26 -0.77 1.61  -0.1428
H -0.68 -0.71 2.27  0.0911
H -0.42 -0.19 0.61  0.0604
H 0.24 0.87 1.94  0.0851
H 1.97 -0.24 1.21  0.0263


Entry 7:
DFT (wB97M-V/def2-TZVPD) results for C6H22N8O6Zn as an isolated structure in a non-equilibrium geometry.

The charge is +2. As for the gap between HOMO and LUMO: 10.81 eV. The highest occupied orbital energy is -15.96 eV.

Each line ends with the Löwdin charge.
Atoms and positions in Å:
Zn -0.27 0.11 -0.22  0.6719
C 1.83 1.77 -1.94  -0.5673
O 0.84 1.11 -1.58  -0.0140
N 2.49 2.57 -1.04  0.1936
N 2.30 1.85 -3.21  0.2007
H 3.41 2.82 -1.35  0.1120
H 2.20 2.54 -0.08  0.0998
H 1.91 1.16 -3.83  0.1157
H 3.09 2.43 -3.43  0.1187
C 0.13 -2.08 -2.39  -0.5791
O -0.34 -1.44 -1.44  -0.0132
N -0.06 -1.69 -3.69  0.1972
N 0.72 -3.28 -2.24  0.1955
H 0.43 -2.19 -4.40  0.1165
H -0.44 -0.78 -3.85  0.1150
H 0.68 -3.76 -1.36  0.1197
H 0.81 -3.87 -3.05  0.1180
C -2.36 -0.99 1.94  -0.5835
O -1.39 -0.86 1.17  -0.0093
N -2.25 -1.50 3.20  0.1915
N -3.62 -0.70 1.56  0.2004
H -1.37 -1.77 3.59  0.1126
H -2.92 -1.04 3.80  0.1199
H -4.36 -1.18 2.04  0.1295
H -3.75 -0.24 0.68  0.1069
C 1.96 -1.28 1.61  -0.6004
O 1.57 -0.68 0.59  -0.0142
N 2.44 -2.54 1.54  0.1961
N 1.80 -0.79 2.86  0.1942
H 2.55 -2.91 0.61  0.1152
H 3.03 -2.90 2.27  0.1210
H 1.52 0.15 3.04  0.0957
H 2.04 -1.33 3.67  0.1191
C -2.21 2.43 0.15  -0.1494
C -0.93 2.76 0.92  -0.1487
O -0.01 1.68 1.19  -0.0886
O -1.96 1.33 -0.74  -0.0794
H -2.51 3.33 -0.37  0.1419
H -2.98 2.07 0.84  0.1184
H -1.18 3.22 1.88  0.1419
H -0.42 3.51 0.33  0.1298
H 0.27 1.77 2.10  0.1064
H -2.67 1.20 -1.38  0.1326


Entry 8:
DFT (wB97M-V/def2-TZVPD) results for a 5-piece molecular cluster, C6H22NO4 overall in a non-equilibrium geometry.

The charge is +1. As for the gap between HOMO and LUMO: 9.34 eV. The highest occupied orbital energy is -12.24 eV.

Each line ends with the Löwdin charge.
Atoms and positions in Å:
C 1.87 -1.30 0.41  -0.1159
C 1.67 -1.50 -1.08  -0.2021
C 0.80 -0.46 -1.81  -0.1830
C -2.33 1.42 -0.47  -0.0879
C -1.01 1.06 -1.17  -0.1726
C -0.52 -0.17 -1.09  -0.1355
N 2.33 0.13 0.69  0.1674
H 0.87 -1.38 0.83  0.1076
H 2.63 -1.89 0.92  0.1298
H 2.65 -1.68 -1.54  0.1216
H 1.24 -2.47 -1.33  0.1049
H 1.33 0.48 -1.95  0.1020
H 0.63 -0.85 -2.82  0.1218
H -2.75 0.76 0.29  0.0821
H -2.28 2.45 -0.18  0.0479
H -3.07 1.40 -1.28  0.0904
H -0.65 1.78 -1.88  0.1174
H -0.96 -1.05 -0.64  0.0792
H 2.89 0.60 -0.01  0.1620
H 2.77 0.09 1.59  0.1461
H 1.48 0.71 0.99  0.0950
H 0.34 3.42 -0.38  0.0763
H -0.43 3.70 0.97  0.0822
O -0.49 3.31 0.09  -0.0603
H -0.47 1.71 1.02  0.0056
H -0.51 0.52 2.07  0.0256
O 0.07 1.16 1.60  -0.0646
H -1.39 -2.59 -1.82  0.0407
H -1.86 -3.44 -0.54  0.0509
O -1.13 -3.14 -1.08  -0.0378
H -0.97 -0.74 3.96  0.0738
H -1.34 -1.40 2.53  0.0535
O -1.42 -0.64 3.12  -0.0240


Taking the records one at a time from the top gives relative energy (zero: lowest compared OMol25 entry of this formula, charge and spin) values of 62.27, 37.26, 0.00, 115.68, 3.57, 13.33, 7.87, 51.47 kcal/mol.